[1]
{
  "formula": "C7H29NO8",
  "method": "wB97M-V/def2-TZVPD",
  "elements": ["C", "C", "C", "N", "C", "C", "C", "C", "H", "H", "H", "H", "H", "H", "H", "H", "H", "H", "H", "H", "H", "H", "H", "O", "H", "H", "O", "H", "H", "O", "H", "H", "O", "H", "H", "O", "H", "H", "O", "H", "H", "O", "H", "H", "O"],
  "positions_angstrom": [[-2.32211, -3.28817, 1.44127], [-1.27522, -2.32741, 1.10413], [-1.34171, -1.00344, 1.46567], [-0.29490, -0.13479, 1.20039], [0.38240, -0.13218, -0.16205], [3.11954, 2.31129, 0.95269], [2.00659, 1.28839, 1.09660], [1.24905, 1.05823, 0.01541], [-2.05467, -3.88551, 2.33026], [-2.51207, -4.00058, 0.65350], [-3.25360, -2.83941, 1.73257], [-0.50688, -2.66688, 0.37774], [-2.24786, -0.57245, 1.82683], [-0.52848, 0.84138, 1.40646], [0.78499, -1.12021, -0.27950], [-0.29103, -0.14166, -1.06316], [3.30427, 2.61283, -0.09780], [4.07585, 1.76870, 1.16676], [2.86547, 3.16818, 1.54593], [2.02455, 0.84813, 2.11509], [1.38919, 1.76145, -0.80901], [-2.00295, 3.14831, 1.43020], [-0.58073, 2.67203, 1.01792], [-1.15249, 2.91786, 1.80409], [1.33209, -1.45140, -4.01110], [2.01635, -0.28154, -3.52699], [1.27795, -0.84002, -3.27325], [0.70111, -1.57256, 4.74248], [2.09642, -0.91546, 4.59789], [1.64211, -1.73692, 4.71398], [-3.06983, 2.28214, -1.40380], [-3.60987, 2.80279, -2.62049], [-2.75763, 2.81540, -2.16607], [0.18658, -2.13422, -2.01135], [-0.80711, -3.29115, -1.81435], [-0.80355, -2.37994, -2.11300], [-2.86083, -0.00632, -2.58480], [-3.31416, -0.89324, -1.47241], [-2.96520, 0.00456, -1.61720], [4.96387, -1.83181, 1.03303], [4.56408, -0.37473, 1.40123], [4.60717, -1.00798, 0.68962], [-0.87218, 2.39280, -3.18344], [-1.71158, 3.51755, -3.75146], [-1.45298, 2.61797, -3.90051]],
  "forces_ev_per_a": [[-0.1751, -0.5165, 0.6353], [0.2053, -0.4657, -1.2369], [2.3547, 1.2637, -0.9805], [-3.7639, -1.1781, -1.5505], [-0.9141, -0.0234, 0.7801], [0.3300, -1.0622, -0.9747], [0.9388, 0.9482, -0.5472], [1.3693, -0.2963, -0.3453], [0.3032, 0.0561, -0.2279], [0.0785, -0.2195, -0.3186], [-0.4666, 0.4993, 0.0321], [-0.2196, 0.3355, 1.0931], [-0.2888, 0.1479, 1.0819], [0.0135, -0.3345, 0.7093], [1.4004, -0.1449, 0.1827], [-0.2530, 0.7368, 1.2910], [-0.5964, -0.0057, 0.5051], [-0.6571, 0.8880, 0.5919], [0.6957, 0.4930, 0.5812], [-0.5805, -0.3587, -1.0256], [0.0351, -0.5522, -0.0558], [-0.3060, 0.2148, -0.1742], [-0.8821, 0.9322, 1.1714], [1.3306, -1.0922, -1.2119], [-0.5621, -0.5295, -0.1426], [0.2232, 0.5641, 0.4657], [0.3532, -0.0358, -0.2148], [-0.1425, 0.3255, 0.1111], [0.1513, 0.8060, 0.0219], [-0.0279, -1.1088, -0.1196], [0.6445, 0.3332, -0.0835], [0.2411, 0.3451, -0.6680], [-2.5066, -0.5222, 3.0767], [-2.2785, -0.3174, -0.7307], [-0.1987, -0.4245, -0.1920], [2.4521, 0.5084, 0.6877], [0.1927, 0.4101, 0.3105], [0.1733, 0.4571, 0.1466], [-0.2702, -0.8464, -0.3368], [0.0641, 0.1427, 0.2230], [0.1885, -0.0276, 0.4524], [-0.2730, -0.1579, -0.6547], [0.1059, 0.0188, 0.3537], [0.0050, 0.5017, 0.1532], [1.5126, -0.7082, -2.8656]],
  "homo_lumo_gap_ev": [8.9, 5.6],
  "spin_multiplicity": 2,
  "charge": 1,
  "homo_energy_ev": [-12.094, -12.094],
  "s2": 0.7674
}

[2]
{
  "formula": "C22H25N2NiO4",
  "method": "wB97M-V/def2-TZVPD",
  "elements": ["C", "C", "C", "H", "C", "C", "H", "C", "C", "C", "H", "C", "C", "H", "H", "H", "H", "H", "H", "Ni", "C", "C", "C", "H", "H", "H", "H", "H", "H", "C", "C", "H", "H", "O", "N", "C", "H", "C", "C", "H", "C", "H", "C", "H", "C", "H", "C", "H", "H", "H", "O", "N", "O", "O"],
  "positions_angstrom": [[1.10823, -2.00112, 2.18091], [0.55418, -0.74676, 2.56157], [-0.50036, -0.43781, 1.65481], [0.82543, -0.14790, 3.42548], [-0.59219, -1.51313, 0.70777], [0.42812, -2.45862, 1.01967], [-1.37209, -1.64844, -0.03093], [3.16466, -1.33283, 0.27404], [3.26933, -0.33484, 1.27728], [2.62734, 0.84260, 0.82151], [3.77901, -0.43369, 2.22902], [2.10673, 0.56808, -0.48633], [2.48405, -0.78202, -0.84238], [-1.18079, 0.40096, 1.73625], [0.60040, -3.39711, 0.50283], [1.89181, -2.54783, 2.69799], [2.31511, -1.24075, -1.81185], [2.55661, 1.80743, 1.31526], [3.55793, -2.34188, 0.31340], [1.19854, -0.63441, 0.63488], [1.28265, 1.43512, -1.36040], [2.06877, 1.61155, -2.66824], [0.98686, 2.78191, -0.68511], [3.06135, 2.02700, -2.44153], [1.54075, 2.29658, -3.33138], [2.20197, 0.65182, -3.18212], [1.92393, 3.28163, -0.40636], [0.37324, 2.64865, 0.21902], [0.44106, 3.41681, -1.39010], [-0.07452, 0.61781, -1.48395], [-0.98640, 1.23062, -2.49307], [-0.61853, 0.64588, -0.52485], [0.07891, -0.43843, -1.78052], [-0.46992, 2.09365, -3.18458], [-2.29950, 0.88775, -2.62289], [-3.05787, 0.00101, -1.75490], [-2.76194, 1.28186, -3.43363], [-3.31342, 0.58353, -0.37384], [-3.94078, -0.23152, 0.57370], [-4.20983, -1.25139, 0.28209], [-4.21519, 0.25689, 1.85060], [-4.70047, -0.39528, 2.57695], [-3.88167, 1.57502, 2.18285], [-4.10872, 1.96004, 3.17762], [-3.27261, 2.40048, 1.23428], [-3.01098, 3.43262, 1.47203], [-3.00263, 1.91355, -0.05286], [-2.58066, 2.57788, -0.81417], [-2.52077, -0.96079, -1.65563], [-4.01742, -0.21105, -2.25049], [3.93900, -6.13764, 1.07307], [3.56934, -4.94497, 1.03771], [3.75790, -4.17684, 2.03374], [2.99606, -4.48167, -0.00423]],
  "forces_ev_per_a": [[-0.8234, -0.7731, 1.0184], [-1.0227, -0.6587, 0.8103], [-1.2794, -0.3447, 0.6047], [0.1475, -0.0786, -0.3243], [-0.9441, -0.5257, 0.7001], [-1.1802, -0.9426, 0.7092], [0.2773, 0.1191, -0.0153], [1.3683, 0.2690, -0.6358], [0.9914, 0.3531, -0.4455], [0.4703, 0.5030, -0.8095], [-0.2898, -0.1931, -0.0911], [1.6030, 0.6885, -0.7806], [0.8649, 0.7652, -0.4845], [0.1346, -0.0155, -0.0799], [0.2497, 0.2910, 0.0774], [0.0685, 0.2436, -0.4168], [-0.0159, -0.1015, 0.3638], [-0.0966, -0.3818, 0.0925], [-0.3009, 0.0650, 0.2274], [0.7736, -0.8887, 1.7016], [-0.7028, -0.4269, -0.0219], [-0.0756, 0.4643, -0.2590], [-0.0532, -0.0017, -0.2799], [-0.1556, -0.2420, 0.0709], [0.3885, -0.1715, 0.0247], [0.0052, 0.1892, 0.1113], [-0.1976, -0.0722, -0.0632], [0.2084, -0.0101, -0.1601], [0.1005, 0.0043, 0.1862], [-0.5127, 0.4188, -0.4124], [1.0114, 0.7992, -0.3000], [0.5634, -0.1998, -0.3406], [0.0736, 0.4948, 0.3314], [-1.7587, 0.4494, -1.1963], [-0.3011, -0.2835, -0.3018], [0.4903, 0.0163, -0.0917], [0.1750, 0.0586, 0.3112], [-0.3507, 0.2985, 0.1088], [0.1620, 0.2835, 0.0603], [0.1104, 0.2649, 0.2626], [-0.0203, 0.0577, -0.2172], [0.1470, 0.2176, -0.1225], [0.0672, -0.0524, -0.1402], [0.1084, -0.1198, -0.2452], [-0.0822, -0.2709, -0.2768], [-0.1136, -0.2897, 0.0150], [-0.2049, -0.2477, 0.2004], [-0.0351, -0.3140, 0.3517], [-0.2930, 0.3053, 0.0094], [0.3138, 0.0366, 0.1448], [-0.2376, 0.8352, 0.0253], [-0.1762, 0.3115, -0.1098], [-0.1818, -0.7036, -0.9152], [0.5316, -0.4931, 1.0178]],
  "homo_lumo_gap_ev": [6.0, 7.2],
  "spin_multiplicity": 3,
  "charge": -1,
  "homo_energy_ev": [-3.626, -4.833],
  "s2": 2.0159,
  "de_lowest_ev": 0.000
}

[3]
{
  "formula": "C3H4BrF",
  "method": "wB97M-V/def2-TZVPD",
  "elements": ["C", "C", "C", "F", "Br", "H", "H", "H", "H"],
  "positions_angstrom": [[-0.66142, -0.00134, 0.09259], [-0.65202, -1.46014, -0.14033], [0.52660, -0.52181, -0.17051], [0.73340, 2.92567, -0.10675], [2.35423, -0.73545, -0.74919], [0.98519, 3.00314, 0.87569], [-1.25573, 0.71996, 0.55648], [-0.89491, -2.14044, 0.71763], [-1.13533, -1.78958, -1.07559]],
  "forces_ev_per_a": [[3.0637, -0.6025, 0.1300], [-0.8437, -1.0902, 0.0114], [-1.1583, -0.6365, -0.6086], [0.9533, 0.3148, 3.8672], [-1.5240, 0.6604, 0.7523], [-0.9466, -0.3137, -3.8588], [-0.6089, 1.2569, 0.1005], [0.6810, 0.4635, -0.6855], [0.3835, -0.0526, 0.2915]],
  "homo_lumo_gap_ev": 9.8,
  "smiles": "BrC1=CC1.F",
  "homo_energy_ev": -9.203,
  "de_lowest_ev": 2.785
}